1.
{"formula": "C8H12F30Na4O6P5", "method": "ωB97M-V/def2-TZVPD", "species": ["P", "P", "P", "P", "P", "Na", "Na", "Na", "Na", "F", "F", "F", "F", "F", "F", "F", "F", "F", "F", "F", "F", "F", "F", "F", "F", "F", "F", "F", "F", "F", "F", "F", "F", "F", "F", "F", "F", "F", "F", "O", "O", "O", "O", "O", "O", "C", "C", "C", "C", "C", "C", "C", "C", "H", "H", "H", "H", "H", "H", "H", "H", "H", "H", "H", "H"], "positions_angstrom": [[-2.295, 1.856, 9.041], [-7.769, 2.590, -0.379], [5.211, 0.286, 4.744], [-7.698, -2.677, 5.560], [-1.103, -1.426, 2.227], [3.157, -4.495, 1.221], [-2.362, -3.940, 6.790], [-2.966, 3.449, 0.670], [2.440, 3.402, 1.777], [-3.348, 2.828, 9.733], [-6.809, 3.124, 0.725], [-3.093, 2.223, 7.603], [-2.578, -0.832, 1.915], [-8.522, 1.840, -1.648], [0.270, -2.066, 2.813], [-8.151, 4.041, -0.951], [-8.358, -4.157, 5.397], [-7.516, 1.074, 0.192], [3.644, 0.676, 4.465], [-8.733, -2.143, 4.439], [6.771, -0.035, 5.221], [-6.681, -3.340, 6.638], [-1.379, 3.154, 8.890], [-7.009, -1.222, 5.528], [-0.548, 0.095, 1.954], [5.696, 0.990, 3.437], [-6.729, -3.269, 4.416], [-1.207, 0.897, 8.225], [-1.414, -1.091, 3.734], [-9.117, 2.450, 0.590], [-3.326, 0.616, 9.295], [-8.701, -2.113, 6.637], [-1.583, 1.445, 10.483], [5.236, 1.631, 5.556], [4.479, -0.492, 5.948], [-6.351, 2.681, -1.167], [-0.570, -1.897, 0.814], [-1.691, -2.928, 2.451], [5.181, -1.214, 4.067], [3.387, -3.460, -3.786], [1.829, 3.442, -2.901], [4.184, -3.625, -5.937], [3.709, 2.972, -4.271], [2.073, -4.232, -5.528], [2.644, 4.856, -4.502], [4.445, -3.917, -8.278], [3.230, -3.718, -5.012], [4.480, 3.735, -5.188], [2.614, 3.710, -3.858], [2.351, -4.319, -6.904], [4.740, 2.695, -6.292], [3.577, -3.385, -7.163], [3.598, 4.910, -5.572], [3.791, 2.310, -6.665], [3.307, -2.336, -7.284], [5.412, -3.437, -8.127], [5.360, 3.179, -7.048], [4.665, -4.984, -8.233], [4.189, 5.825, -5.523], [5.302, 1.839, -5.918], [1.414, -3.965, -7.333], [5.429, 4.054, -4.756], [4.117, -3.593, -9.265], [2.428, -5.386, -7.110], [3.245, 4.813, -6.598]], "charge": -1, "lumo_ev": -2.07, "gap_ha": 0.2002, "e_above_lowest_kcal_mol": 325.3}

2.
{"formula": "C2H6O2S3", "method": "ωB97M-V/def2-TZVPD", "species": ["S", "S", "S", "O", "O", "C", "C", "H", "H", "H", "H", "H", "H"], "positions_angstrom": [[-2.259, -0.061, 0.401], [2.219, -0.855, 0.078], [0.778, 1.739, -0.527], [0.703, 0.373, 1.877], [-0.389, -0.846, -1.388], [0.678, 0.289, 0.476], [-0.572, -0.728, -0.024], [0.015, 1.208, -1.395], [-0.301, 0.543, 2.089], [-1.119, -1.085, -1.882], [-0.610, -1.645, 0.429], [-2.216, 0.916, -0.549], [3.073, 0.152, 0.416]], "smiles": "O[C@H](S)C(O)(S)S", "lumo_ev": 0.33, "gap_ha": 0.3327, "e_above_lowest_kcal_mol": 14.2}